Computed, not measured: a structure of composition C31H42N2O2RbS5, with ωB97M-V/def2-TZVPD.

Values from the calculation:
Total charge ... +1
Frontier orbital gap ... 8.793 eV
M ... 720.5 g/mol
Relative energy (zero: lowest compared OMol25 entry of this formula, charge and spin) ... 0.00 kJ/mol
HOMO energy ... -10.5 eV

The geometry in XYZ format:
```
83
C31H42N2O2RbS5 (ωB97M-V/def2-TZVPD)
Rb 0.15 0.39 0.35
C 2.85 -2.05 -2.15
C 2.02 -1.61 -3.35
S 0.91 -0.22 -3.01
C -0.67 -0.81 -3.67
C -1.22 -2.12 -3.12
S -1.43 -2.15 -1.32
C -0.60 -3.67 -0.84
C 0.87 -3.83 -1.22
S 1.94 -2.48 -0.64
H 3.51 -1.24 -1.83
H 3.49 -2.88 -2.44
H 1.43 -2.44 -3.74
H 2.71 -1.33 -4.15
H -0.61 -0.87 -4.76
H -1.36 0.01 -3.43
H -0.58 -2.96 -3.40
H -2.19 -2.30 -3.59
H -1.15 -4.53 -1.22
H -0.70 -3.68 0.25
H 0.98 -3.90 -2.31
H 1.23 -4.77 -0.81
O -0.40 2.16 2.41
S -1.15 3.34 2.97
C -2.31 3.86 1.67
C -3.19 2.75 1.13
C -4.05 3.20 -0.05
C -3.30 3.69 -1.28
S -2.48 2.44 -2.30
O -1.63 1.60 -1.40
C -3.91 1.44 -2.70
C -4.09 0.23 -2.05
C -5.18 -0.56 -2.38
C -6.07 -0.14 -3.36
C -5.88 1.07 -4.01
C -4.79 1.87 -3.69
C -2.35 2.67 4.12
C -2.50 1.30 4.21
C -3.44 0.79 5.10
C -4.20 1.65 5.88
C -4.02 3.02 5.78
C -3.09 3.54 4.90
H -1.64 4.27 0.91
H -2.89 4.68 2.10
H -3.87 2.41 1.92
H -2.57 1.90 0.85
H -4.70 4.02 0.28
H -4.72 2.38 -0.34
H -2.51 4.40 -1.05
H -3.98 4.19 -1.98
H -3.37 -0.07 -1.30
H -5.32 -1.51 -1.88
H -6.92 -0.76 -3.61
H -6.57 1.40 -4.77
H -4.62 2.80 -4.21
H -1.89 0.65 3.59
H -3.58 -0.28 5.18
H -4.93 1.24 6.57
H -4.61 3.69 6.40
H -2.93 4.61 4.84
N 2.43 2.34 -0.57
C 1.63 3.49 -0.71
C 0.94 3.73 -1.89
C 0.13 4.86 -2.01
C 0.00 5.75 -0.95
C 0.68 5.49 0.24
C 1.48 4.37 0.37
H 2.78 2.01 -1.46
H 3.21 2.48 0.06
H 1.03 3.04 -2.72
H -0.38 5.05 -2.94
H -0.61 6.64 -1.05
H 0.59 6.18 1.07
H 2.00 4.18 1.30
C 0.64 -3.84 4.85
C -0.49 -2.81 4.68
C -0.52 -2.25 3.33
N -0.54 -1.82 2.26
H 0.63 -4.22 5.87
H 1.61 -3.39 4.66
H 0.51 -4.68 4.17
H -0.37 -1.98 5.37
H -1.46 -3.26 4.87
```

Results of the Mulliken charge analysis, in e, for atoms 1 through 2: number 1, Rb, carries 0.54; number 2, C, carries -0.78


Computed, not measured: a structure of composition C4H10N2O, with ωB97M-V/def2-TZVPD.

Values from the calculation:
Total charge ... 0
Frontier orbital gap ... 8.602 eV
M ... 102.1 g/mol
Relative energy (zero: lowest compared OMol25 entry of this formula, charge and spin) ... 457.45 kJ/mol
HOMO energy ... -8.2 eV

The geometry in XYZ format:
```
17
C4H10N2O (ωB97M-V/def2-TZVPD)
C -1.95 0.72 0.70
C 0.24 -1.35 1.25
N 1.32 -0.51 -0.79
C -0.70 0.57 -0.13
C 0.29 -0.34 0.14
N 2.23 0.53 -0.80
O -0.74 1.15 -1.32
H -0.10 0.44 -2.01
H 0.67 -0.39 -1.93
H 1.82 1.45 -0.97
H 2.98 0.33 -1.45
H -2.63 -0.12 0.52
H -1.71 0.75 1.77
H -2.45 1.64 0.43
H -0.77 -1.67 1.49
H 0.70 -0.96 2.16
H 0.81 -2.24 0.94
```

Results of the Mulliken charge analysis, in e, for atoms 1 through 2: number 1, C, carries -1.32; number 2, C, carries -1.29


Computed, not measured: the ion C3H5O5S2 with charge -1, with ωB97M-V/def2-TZVPD.

Values from the calculation:
Total charge ... -1
Frontier orbital gap ... 8.256 eV
M ... 185.2 g/mol
Relative energy (zero: lowest compared OMol25 entry of this formula, charge and spin) ... 284.18 kJ/mol
HOMO energy ... -4.8 eV

The geometry in XYZ format:
```
15
C3H5O5S2 (ωB97M-V/def2-TZVPD)
C -1.74 1.43 -0.55
C -0.79 1.80 0.29
C 1.22 -0.04 1.48
O -1.28 -1.56 -2.15
O -0.07 -2.52 -0.17
O 0.92 -0.22 -1.25
O 1.90 1.74 -0.29
O 0.21 -0.94 1.86
S 0.02 -1.88 -1.49
S 0.76 0.89 -0.17
H -1.72 0.81 -1.49
H -2.70 1.79 -0.31
H 1.25 0.80 2.04
H 2.11 -0.44 1.05
H -0.08 -1.65 1.14
```

Results of the Mulliken charge analysis, in e, for atoms 1 through 2: number 1, C, carries -0.45; number 2, C, carries -0.51


Computed, not measured: a structure of composition Br2O3S2, with ωB97M-V/def2-TZVPD.

Values from the calculation:
Total charge ... 0
Frontier orbital gap ... 7.780 eV
M ... 271.9 g/mol
Relative energy (zero: lowest compared OMol25 entry of this formula, charge and spin) ... 59.69 kJ/mol
HOMO energy ... -9.9 eV

The geometry in XYZ format:
```
7
Br2O3S2 (ωB97M-V/def2-TZVPD)
O 0.52 1.73 -0.73
O -0.98 -0.38 -0.73
O 0.04 -0.46 1.43
S -0.85 -1.23 0.56
S 0.82 0.36 -0.59
Br 0.78 -2.55 -0.29
Br 2.70 0.45 0.31
```

Results of the Mulliken charge analysis, in e, for atoms 1 through 2: number 1, O, carries -0.35; number 2, O, carries -0.38


Computed, not measured: a structure of composition C6H19N2OPPdS4Sb, with ωB97M-V/def2-TZVPD.

Values from the calculation:
Total charge ... -1
Frontier orbital gap ... 6.614 eV
M ... 522.7 g/mol
Relative energy (zero: lowest compared OMol25 entry of this formula, charge and spin) ... 0.00 kJ/mol
HOMO energy ... -4.1 eV

The geometry in XYZ format:
```
35
C6H19N2OPPdS4Sb (ωB97M-V/def2-TZVPD)
Pd -0.52 0.59 0.51
N 1.60 0.90 0.14
C 1.98 1.61 -1.10
C 1.83 3.12 -1.01
C 0.48 3.67 -1.44
N -0.59 3.05 -0.70
H 2.03 1.33 0.95
H 1.94 -0.06 0.08
H 1.38 1.21 -1.92
H 3.03 1.38 -1.32
H 2.58 3.58 -1.67
H 2.08 3.45 0.01
H 0.33 3.42 -2.49
H 0.52 4.77 -1.38
H -1.52 3.19 -1.07
H -0.59 3.20 0.30
S -3.69 2.06 4.31
Sb -2.49 0.51 3.19
S -2.77 0.48 0.81
S -0.27 1.31 2.63
S -2.32 -1.67 3.83
C 0.52 -3.79 -1.30
P -0.25 -2.41 -0.42
C 0.32 -2.56 1.28
C -2.00 -2.77 -0.39
O 0.12 -1.12 -1.12
H 0.26 -4.74 -0.84
H 1.60 -3.67 -1.29
H 0.18 -3.78 -2.34
H 0.37 -3.61 1.57
H -0.36 -2.04 1.95
H 1.32 -2.12 1.37
H -2.18 -3.80 -0.08
H -2.43 -2.60 -1.38
H -2.48 -2.09 0.32
```

Results of the Mulliken charge analysis, in e, for atoms 1 through 2: number 1, Pd, carries 0.35; number 2, N, carries -0.40


Computed, not measured: a structure of composition C5H3CeO6, with ωB97M-V/def2-TZVPD.

Values from the calculation:
Total charge ... +2
Multiplicity ... 2
Expectation value of S² ... 0.75
Frontier orbital gap (spin up / spin down) ... 6.807 / 6.784 eV
M ... 299.2 g/mol
Relative energy (zero: lowest compared OMol25 entry of this formula, charge and spin) ... 211.45 kJ/mol
HOMO energy (spin up / spin down) ... -16.9 / -16.9 eV

The geometry in XYZ format:
```
15
C5H3CeO6 (ωB97M-V/def2-TZVPD)
O -0.32 1.66 -3.73
C -0.27 1.71 -2.58
Ce 0.02 1.39 0.04
C -1.29 0.68 2.01
O -1.99 0.17 2.82
C 0.07 -0.86 -0.99
O -0.17 -1.60 -0.01
C 1.93 0.03 -0.97
O 2.70 -0.79 -1.35
C -2.40 0.69 -0.23
O -3.39 0.09 -0.15
H -0.10 -1.22 -2.02
O 1.60 -0.25 2.33
H 2.40 -0.57 2.81
H 1.21 -1.14 2.02
```

Results of the Mulliken charge analysis, in e, for atoms 1 through 2: number 1, O, carries -0.07; number 2, C, carries 0.26


Computed, not measured: a cluster of 2 separate species, C3H13N2O in total, with ωB97M-V/def2-TZVPD.

Values from the calculation:
Total charge ... +1
Frontier orbital gap ... 10.878 eV
M ... 93.1 g/mol
Relative energy (zero: lowest compared OMol25 entry of this formula, charge and spin) ... 179.73 kJ/mol
HOMO energy ... -14.0 eV

The geometry in XYZ format:
```
19
C3H13N2O (ωB97M-V/def2-TZVPD)
C 1.22 1.17 1.34
N 0.12 2.15 1.24
C 1.31 0.09 0.31
N -0.05 -0.17 -0.29
C 0.14 -0.98 -1.54
H 1.02 0.60 2.27
H 2.23 1.62 1.20
H 0.38 2.98 1.76
H 0.03 2.66 0.33
H 1.68 -0.90 0.78
H 1.91 0.48 -0.57
H -0.57 -0.77 0.31
H -0.45 0.72 -0.43
H 1.07 -1.58 -1.48
H 0.32 -0.33 -2.38
H -0.63 -1.82 -1.50
H -3.66 -1.82 -1.09
H -3.20 -2.34 0.26
O -2.89 -1.76 -0.51
```

Results of the Mulliken charge analysis, in e, for atoms 1 through 2: number 1, C, carries -0.36; number 2, N, carries -0.66


Computed, not measured: a cluster of 7 separate species, C14H44N2O9 in total, with ωB97M-V/def2-TZVPD.

Values from the calculation:
Total charge ... 0
SMILES ... COCCNCCOC.COCCNCCOC.CCO.O.O.O.O
Frontier orbital gap ... 8.915 eV
M ... 384.5 g/mol
Relative energy (zero: lowest compared OMol25 entry of this formula, charge and spin) ... 28.08 kJ/mol
HOMO energy ... -8.8 eV

The geometry in XYZ format:
```
69
C14H44N2O9 (ωB97M-V/def2-TZVPD)
C 16.95 2.32 -10.66
O 17.94 1.91 -11.57
C 17.70 0.81 -12.33
C 18.50 0.82 -13.61
N 18.12 1.90 -14.50
C 17.59 1.36 -15.74
C 18.57 0.59 -16.61
O 19.45 1.66 -17.20
C 20.63 2.01 -16.51
H 17.37 2.85 -9.80
H 16.30 1.53 -10.27
H 16.34 3.13 -11.05
H 16.62 0.80 -12.45
H 17.94 -0.09 -11.75
H 18.17 -0.09 -14.13
H 19.53 0.63 -13.33
H 17.38 2.45 -14.09
H 17.27 2.24 -16.29
H 16.73 0.71 -15.58
H 18.03 0.04 -17.39
H 19.18 -0.14 -16.06
H 20.49 2.53 -15.57
H 21.34 2.65 -17.02
H 21.17 1.14 -16.13
C 16.46 8.35 -12.50
O 16.84 8.84 -13.73
C 16.56 10.26 -13.96
C 17.72 11.02 -14.54
N 17.95 10.93 -15.96
C 19.37 11.01 -16.43
C 19.64 10.04 -17.51
O 19.21 8.66 -17.24
C 19.41 8.13 -15.91
H 15.44 8.65 -12.27
H 17.17 8.61 -11.71
H 16.48 7.26 -12.50
H 16.49 10.70 -12.96
H 15.55 10.31 -14.38
H 18.55 10.46 -14.12
H 17.86 12.05 -14.20
H 17.63 10.02 -16.26
H 20.04 10.84 -15.58
H 19.81 11.96 -16.73
H 20.67 10.17 -17.84
H 19.17 10.26 -18.47
H 18.49 7.58 -15.74
H 19.38 8.69 -14.98
H 20.30 7.51 -16.03
C 21.29 6.50 -11.23
C 21.04 5.83 -12.55
O 21.45 4.47 -12.60
H 22.31 6.39 -10.87
H 20.73 5.97 -10.46
H 20.97 7.54 -11.34
H 21.59 6.47 -13.24
H 19.98 5.93 -12.78
H 20.69 3.92 -12.82
O 24.74 10.30 -11.34
H 24.87 11.25 -11.38
H 23.79 10.19 -11.35
O 25.85 8.46 -8.52
H 26.40 9.06 -8.02
H 25.70 8.92 -9.35
O 24.54 2.43 -14.24
H 25.07 1.98 -13.59
H 23.76 2.73 -13.77
O 25.45 6.90 -13.44
H 25.43 7.74 -12.98
H 24.64 6.46 -13.17
```

Results of the Mulliken charge analysis, in e, for atoms 1 through 2: number 1, C, carries -0.84; number 2, O, carries -0.27